1.
Molecular formula: C5H8MgO5Sm
Method: DFT, wB97M-V/def2-TZVPD

```
20
Properties=species:S:1:pos:R:3:lowdin_charge:R:1
C 2.77 -0.45 -0.03 -0.510
O 3.88 -0.87 -0.42 -0.192
O 2.42 0.76 -0.10 -0.052
Sm 6.35 -2.32 0.02 1.868
O 0.51 -0.07 1.86 -0.273
C -0.49 -1.00 1.86 -0.315
C -1.10 -1.13 0.51 0.064
O -1.08 -0.03 -0.11 -0.046
C -1.80 0.47 -1.27 -0.058
C -1.69 1.99 -1.12 -0.330
O -0.40 2.36 -0.77 -0.298
Mg 0.63 1.39 0.52 0.915
H -1.35 -0.84 2.55 0.173
H -0.14 -2.03 2.12 0.146
H -1.91 -1.85 0.30 0.179
H 1.92 -1.30 -0.08 0.168
H -2.82 0.07 -1.24 0.148
H -1.23 0.11 -2.13 0.150
H -2.44 2.32 -0.37 0.128
H -2.01 2.42 -2.09 0.136
```

Computed properties:
⟨S²⟩: 12.01
Net charge: +2
2S+1: 7
Lowest unoccupied orbital energy (spin up / spin down), hartree: -0.3464 / -0.3390

=====

2.
Molecular formula: C9H14
Method: DFT, wB97M-V/def2-TZVPD

```
23
Properties=species:S:1:pos:R:3:lowdin_charge:R:1
C -2.75 -2.48 -1.54 -0.080
C -1.66 -1.73 -0.88 -0.285
C -1.30 -0.51 -1.49 -0.055
C -0.32 0.28 -0.93 -0.079
C 0.42 -0.19 0.16 -0.099
C 0.21 -1.48 0.57 -0.102
C -0.90 -2.22 0.18 -0.043
H -3.18 -1.90 -2.37 0.063
H -3.82 -2.56 -1.24 0.085
H -2.37 -3.47 -1.93 0.099
H -1.95 -0.09 -2.25 0.106
H -0.02 1.21 -1.42 0.096
H 1.31 0.33 0.56 0.070
H 0.97 -1.90 1.23 0.109
H -1.06 -3.15 0.68 0.107
C 2.47 2.01 1.75 -0.184
C 1.64 2.95 0.85 -0.166
H 2.61 2.62 2.66 0.065
H 1.88 1.15 2.08 0.044
H 3.47 1.77 1.39 0.070
H 2.12 3.93 0.85 0.065
H 1.59 2.51 -0.14 0.039
H 0.62 2.94 1.24 0.075
```

Computed properties:
SMILES: Cc1ccccc1.CC
ΔE to the lowest compared entry with this formula, charge and spin, kJ/mol: 119.3
2S+1: 1
Lowest unoccupied orbital energy, hartree: 0.0385

=====

3.
Molecular formula: C5H10Cl10O4PV2
Method: DFT, wB97M-V/def2-TZVPD

```
32
Properties=species:S:1:pos:R:3:lowdin_charge:R:1
V 3.11 -0.72 -0.17 0.762
V 0.28 -3.06 -0.64 0.967
P 0.72 -0.74 -0.20 -0.039
O 1.47 0.47 0.34 -0.388
O 1.47 -1.44 -1.34 -0.545
O -0.69 -1.28 -0.16 -0.359
O 1.49 -1.87 0.49 -0.559
C 1.10 3.44 1.62 -0.940
Cl 1.69 5.10 1.16 0.467
Cl 0.31 3.39 3.28 0.443
H 0.37 3.14 0.87 0.007
H 1.93 2.74 1.63 0.004
C 1.29 -0.87 3.78 -1.042
Cl 2.87 -0.08 3.81 0.510
Cl 1.41 -2.63 3.69 0.510
H 0.70 -0.58 4.65 0.025
H 0.78 -0.56 2.87 -0.024
C -2.06 0.63 1.68 -0.958
Cl -2.90 2.20 1.37 0.476
Cl -2.21 0.23 3.44 0.486
H -2.48 -0.20 1.11 0.015
H -0.99 0.73 1.50 -0.021
C -2.75 0.57 -2.25 -0.960
Cl -2.85 2.37 -2.17 0.457
Cl -2.71 0.05 -3.98 0.468
H -1.89 0.25 -1.67 -0.008
H -3.70 0.25 -1.82 0.025
C 1.00 -2.32 -4.54 -0.897
Cl 0.39 -1.72 -6.13 0.513
Cl -0.32 -2.71 -3.36 0.545
H 1.55 -3.24 -4.74 0.033
H 1.62 -1.53 -4.11 0.029
```

Computed properties:
⟨S²⟩: 15.77
2S+1: 8
Lowest unoccupied orbital energy (spin up / spin down), hartree: -0.0712 / -0.0737

=====

4.
Molecular formula: C7H14N3
Method: DFT, wB97M-V/def2-TZVPD

```
24
Properties=species:S:1:pos:R:3:lowdin_charge:R:1
C 2.62 0.99 0.33 -0.274
C 1.43 -0.82 0.01 -0.322
C 0.35 -0.06 -0.13 0.043
C 1.30 -2.35 0.09 0.005
C -1.24 0.91 -1.54 0.056
C -1.36 1.17 0.96 0.004
C -1.66 -1.01 -0.03 0.034
N 2.67 -0.30 0.21 0.099
N 1.51 1.66 0.27 0.153
N -1.01 0.32 -0.17 -0.360
H 3.50 1.51 0.69 0.136
H 1.60 -2.62 1.16 0.131
H 0.28 -2.67 -0.26 0.082
H 2.09 -2.78 -0.46 0.072
H -0.47 1.62 -1.68 0.091
H -1.00 0.14 -2.25 0.111
H -2.29 1.31 -1.44 0.147
H -2.15 0.78 1.62 0.111
H -0.42 1.33 1.61 0.138
H -1.74 2.10 0.61 0.101
H -2.59 -0.91 0.63 0.144
H -1.91 -1.29 -1.09 0.137
H -0.94 -1.68 0.46 0.085
H 1.44 2.63 0.41 0.076
```

Computed properties:
Net charge: +1
ΔE to the lowest compared entry with this formula, charge and spin, kJ/mol: 576.6
2S+1: 1
Lowest unoccupied orbital energy, hartree: -0.1387